This record from OMol25 describes a structure of composition C39H57Cl2N3O3SSeTc. The level of theory is ωB97M-V/def2-TZVPD.

XYZ file:
```
107
Properties=species:S:1:pos:R:3
Tc -0.55 0.02 -2.19
Se 0.57 2.13 -1.21
Cl 0.76 -0.52 -4.37
Cl 0.57 2.41 -4.80
S -1.18 -2.32 -2.30
O -1.73 0.34 -0.79
O -1.99 0.83 -3.51
O 0.92 -0.79 -1.35
N -3.32 -3.82 -2.73
N -2.75 2.99 -3.60
N -3.52 -1.64 -3.40
C 3.09 -2.59 -0.22
C 5.16 3.15 1.49
C -3.32 4.05 -4.44
C 0.78 3.29 4.23
C 5.27 1.63 1.43
C -0.26 2.79 1.46
C 2.23 -3.22 -1.32
C -3.39 -0.25 1.70
C -1.98 1.61 2.62
C 4.54 -3.04 -0.49
C -0.70 3.45 3.85
C 1.35 0.93 -5.30
C -2.51 1.81 -4.10
C -1.74 -7.42 -1.26
C -2.91 -1.26 2.76
C 3.09 1.78 0.08
C -2.72 -5.03 -2.23
C -2.29 0.80 1.52
C -0.52 1.99 0.37
C 2.63 -3.13 1.14
C 2.06 1.13 -0.58
C 3.02 -1.06 -0.17
C 4.10 1.02 0.66
C -1.00 2.59 2.63
C -3.51 -5.80 -1.38
C -0.98 4.92 3.51
C 4.02 -0.37 0.51
C -3.76 -1.03 0.44
C 2.00 -0.26 -0.70
C -1.46 -5.45 -2.63
C -3.01 -7.00 -0.90
C -1.55 3.06 5.06
C -4.67 0.44 2.20
C 5.27 1.08 2.86
C -1.51 1.01 0.38
C 6.58 1.26 0.72
C -2.79 -2.61 -2.87
C -0.97 -6.65 -2.13
C -2.49 3.34 -2.22
H -2.01 -1.78 2.42
H 2.72 -4.22 1.16
H 5.20 3.61 0.50
H -0.88 -4.89 -3.33
H -2.55 1.45 3.52
H 3.24 -2.73 1.95
H -4.30 -3.91 -2.93
H -4.48 -1.81 -3.68
H 6.73 0.18 0.69
H 4.35 1.34 3.38
H -1.56 3.90 -2.14
H -2.92 -1.62 0.06
H 2.44 -4.28 -1.35
H -4.57 -1.72 0.69
H -3.30 3.98 -1.87
H 1.17 -3.10 -1.11
H -4.53 0.92 3.17
H -2.62 3.21 4.87
H 1.01 3.87 5.12
H -4.11 -0.38 -0.35
H 6.00 3.55 2.06
H -3.44 3.69 -5.46
H -3.69 -2.01 2.93
H 0.01 -6.99 -2.43
H 3.09 2.86 0.15
H -1.28 3.69 5.91
H 1.02 2.24 4.44
H -4.49 -5.46 -1.09
H 5.21 -2.83 0.34
H -0.78 5.55 4.37
H -2.82 1.66 -5.14
H 4.25 3.48 1.99
H 2.44 -2.80 -2.30
H -4.28 4.35 -4.03
H 4.94 -2.57 -1.38
H -1.39 2.03 5.35
H 5.38 0.00 2.88
H -5.46 -0.29 2.31
H 6.11 1.51 3.41
H -2.02 5.06 3.22
H 4.81 -0.95 0.96
H 1.44 3.63 3.43
H -1.35 -8.36 -0.89
H -2.64 4.90 -4.44
H -2.69 -0.78 3.71
H -0.35 5.27 2.69
H -3.14 -0.71 -3.47
H 1.13 0.71 -6.34
H -5.00 1.21 1.50
H -3.61 -7.60 -0.24
H 7.42 1.70 1.26
H 1.59 -2.87 1.33
H 4.55 -4.12 -0.64
H 6.59 1.63 -0.30
H -2.46 2.44 -1.61
H 2.42 0.99 -5.10
H 0.52 3.53 1.41
```

Highest occupied orbital energy (spin up / spin down), eV: -12.96 / -12.97
Strongest force on any atom, Eh/bohr: 0.0090
Expectation value of S²: 3.774
2S+1: 4
E, Eh: -5710.6581
Net charge: +2

Löwdin population analysis, charges in e, atoms 1 to 8: 1.234, 1.174, 0.603, 0.607, 0.771, -0.350, -0.259, -0.415

***

This record from OMol25 describes a cluster of 3 separate species, C39H57F7NO6PS2 in total. The level of theory is ωB97M-V/def2-TZVPD.

XYZ file:
```
113
Properties=species:S:1:pos:R:3
S -0.56 -1.05 -1.15
S -2.78 -4.77 2.02
P -2.03 -3.25 1.02
F -5.52 -11.54 -2.02
F 3.06 -1.08 -5.33
F -6.77 -9.92 -2.72
F -4.61 -9.76 -2.83
F 2.45 10.47 -4.28
F 4.25 9.98 -3.18
F 2.32 9.43 -2.40
O -5.74 -10.18 0.37
O 2.81 7.11 -3.81
O 3.65 8.35 -5.50
O -4.33 -0.99 7.52
O -5.49 -8.24 -0.74
O 6.51 1.02 1.59
N 0.97 -2.46 -3.83
C 2.49 6.67 -6.83
C -1.49 3.48 -0.03
C 0.44 -4.87 -3.04
C -2.48 2.19 0.07
C 1.35 -1.12 -3.37
C 4.52 1.53 0.07
C -5.39 0.57 5.85
C -5.63 -10.20 -2.05
C 4.45 3.10 -0.30
C 1.25 1.14 -1.83
C -1.09 -3.86 -0.51
C 2.96 1.05 -3.89
C -3.87 -0.79 4.06
C -3.04 -1.60 7.70
C 0.35 -3.31 -2.80
C 0.77 -0.31 -2.19
C 7.43 -0.11 1.81
C 0.68 1.98 -0.60
C -4.18 -7.68 1.23
C 8.32 0.18 3.12
C -4.22 0.33 6.93
C -3.02 0.56 3.74
C -2.99 2.05 1.60
C -0.36 3.08 -1.13
C 3.81 7.15 -6.28
C 3.13 8.18 -4.27
C 2.85 3.36 -2.43
C 2.47 -0.40 -4.21
C -5.62 -9.57 -0.66
C 4.37 3.37 -1.90
C -5.50 -7.53 0.51
C -0.20 -5.92 -2.09
C 3.03 9.51 -3.53
C -2.55 0.59 2.17
C -0.98 -5.40 -0.83
C 2.35 1.86 -2.71
C -0.41 -2.87 -1.53
C 6.05 0.99 0.22
C -5.35 -0.43 4.58
H -5.86 0.14 3.72
H -0.90 2.62 -2.04
H 1.58 2.48 -0.07
H -3.98 -8.72 1.50
H -5.32 1.65 5.48
H 8.16 -0.23 0.93
H 2.63 5.80 -7.47
H -1.93 1.20 -0.18
H -2.72 -2.15 6.73
H 5.99 -0.13 -0.10
H 2.83 4.01 -3.39
H 2.00 7.46 -7.40
H -3.66 1.49 3.92
H -3.12 -2.40 8.52
H -1.41 0.51 2.13
H 0.17 1.33 0.21
H -3.27 -1.47 4.76
H -5.96 -1.39 4.72
H -4.30 1.18 7.70
H -0.10 -7.04 -2.30
H -3.16 0.40 6.48
H 7.72 0.84 3.86
H -6.34 -7.85 1.12
H 4.08 0.91 -0.81
H -3.35 -7.36 0.59
H -1.04 3.78 0.98
H -1.49 -6.17 -0.14
H 8.64 -0.81 3.61
H 3.53 3.54 0.25
H 5.05 2.68 -2.50
H -3.12 -2.40 0.64
H -4.13 2.09 1.69
H 9.28 0.77 2.85
H 6.88 -1.11 1.93
H -2.09 4.40 -0.40
H 1.80 6.39 -6.02
H -2.10 0.67 4.43
H 6.76 1.49 -0.53
H 0.99 -5.29 -3.96
H -4.00 -1.38 3.08
H -3.10 -0.18 1.53
H 4.32 6.38 -5.69
H -5.66 -6.47 0.27
H -2.53 2.86 2.28
H -3.35 2.25 -0.68
H 2.22 3.92 -1.66
H 1.86 -2.91 -4.14
H -1.10 -2.59 1.91
H 3.77 1.49 -4.57
H 4.48 7.41 -7.11
H -4.16 -7.09 2.15
H 3.90 1.24 1.00
H 5.43 3.58 0.06
H 4.77 4.45 -2.05
H -2.19 -0.86 7.93
H -6.40 0.45 6.40
H 0.11 4.06 -1.49
```

SMILES: CCOCCCCCc1cc(F)c2c(c1CCCCCCCCCCCOC)Sc1c(cccc1[PH2]=S)N2.CCOC(=O)C(F)(F)F.CCOC(=O)C(F)(F)F
Highest occupied orbital energy, eV: -7.92
Strongest force on any atom, Eh/bohr: 0.0902
E, Eh: -3862.7975

Löwdin population analysis, charges in e, atoms 1 to 8: 0.876, 0.137, 0.342, 0.156, -0.039, 0.155, 0.151, 0.156

***

| no. | molecular weight (g mol⁻¹) |
| --- | --- |
| 1 | 895.84 |
| 2 | 863.98 |